Density functional theory data (ωB97M-V/def2-TZVPD) for a 2-piece molecular cluster, C9H14O3 overall.

```
26
Properties=species:S:1:pos:R:3:forces:R:3:mulliken_charge:R:1
C -2.088868 1.796581 0.030342 0.1201 0.6625 -3.0367 -0.886
C -1.371932 1.692173 -1.399400 -0.0061 -0.7859 2.3941 -0.462
C -0.053448 1.816987 -1.413862 1.5636 2.5138 -0.0276 0.200
O 1.107979 1.737433 -2.150804 -0.5068 -0.6009 -0.2331 -0.508
C 1.085140 2.735204 -1.097174 -1.7903 -1.7642 0.3586 0.113
C 1.939589 2.860781 0.098911 1.5950 1.6983 1.0760 -0.968
H -1.678566 1.004534 0.606977 0.0153 -0.4501 0.8580 0.200
H -3.142155 1.659350 -0.176495 -0.2595 -0.3600 0.2398 0.323
H -2.025374 2.776226 0.459246 0.5035 0.4408 0.4734 0.307
H -1.930574 1.084811 -2.071796 0.0019 -0.4461 -0.7406 0.336
H 0.985604 3.712633 -1.488389 -0.3268 0.7972 -0.9524 0.468
H 3.039908 3.027716 -0.144945 -1.3313 -0.3041 0.1319 0.286
H 1.881639 2.255568 1.010255 -0.2849 -0.5453 -0.7049 0.343
H 1.567508 3.875777 0.426115 0.6826 -0.8519 0.1680 0.277
C -0.133494 -2.356332 -1.662381 -1.3729 -0.9269 -4.2008 -0.602
C 0.289490 -1.628852 -0.704900 1.2339 1.2661 3.6855 -0.058
C 0.113371 -2.099733 0.742734 -2.1596 -1.1365 1.0215 0.697
O -0.910322 -1.777136 1.341551 1.4963 0.6229 -1.1899 -0.545
O 0.908632 -3.045775 1.319741 -0.7259 -0.1259 0.0232 -0.337
C 0.263154 -3.597359 2.515717 0.8174 -1.0425 1.1799 -0.673
H -0.448600 -2.156319 -2.741644 1.1211 0.5883 1.6311 0.237
H -0.299583 -3.363192 -1.475379 -0.5790 -1.8688 0.6227 0.298
H 0.588834 -0.613674 -0.690748 -0.0369 0.9846 -0.6326 0.105
H 0.663288 -4.592046 2.818739 0.5720 0.6777 -1.0264 0.280
H -0.795059 -3.812291 2.432323 -0.1527 0.6148 -0.5216 0.294
H 0.443838 -2.993066 3.415268 -0.1900 0.3419 -0.5972 0.277
```
Positions in Å, forces in eV/Å.

Calculated values
- ΔE to the lowest compared entry with this formula, charge and spin: 383.9 kJ/mol
- Charge: 0
- Orbital gap: 9.7 eV
- E_LUMO: 0.85 eV
- SMILES string: C/C=C1/O[C@@H]1C.C=CC(=O)OC

---

Density functional theory data (ωB97M-V/def2-TZVPD) for a 11-piece molecular cluster, C36H69NO44S10 overall.

```
160
Properties=species:S:1:pos:R:3:forces:R:3:mulliken_charge:R:1
C -3.668030 -4.608172 -1.366832 0.1479 0.8317 0.3516 -1.213
C -3.521854 -3.097573 -1.613302 -0.0858 -0.0851 -0.1638 0.302
C -2.786948 -2.780882 -2.918154 -0.7397 -0.0094 0.1261 -0.405
O -1.480955 -3.333670 -3.022698 -0.0364 0.3256 0.1150 -0.551
C -0.521485 -2.630354 -2.267718 0.8690 -0.6582 -0.4111 -0.221
C 0.202038 -1.488107 -3.021135 -0.5726 1.6199 0.9388 0.492
C 1.596728 -1.133088 -2.475589 0.9640 0.8802 -1.2336 -1.452
C 1.432883 0.098676 -1.491986 0.6980 -1.2964 -0.0424 0.503
C 1.970546 1.429381 -2.041062 -0.7834 -0.0007 0.3730 -1.270
C 1.351945 2.661180 -1.359385 -0.2074 0.3888 -0.1590 -0.042
C 1.254973 3.864094 -2.325477 0.1229 -0.7597 0.2831 -0.968
C 0.069108 3.708980 -3.305180 0.3463 0.4069 0.2941 0.272
C -1.050950 4.696163 -2.964928 -0.0964 -0.1764 0.0321 -0.124
C -2.441960 4.327603 -3.525474 -0.1562 0.2290 0.8494 -0.326
O -2.429133 3.270082 -4.490731 0.0628 0.7843 -0.2413 -0.369
C -1.996546 3.578110 -5.732890 0.6287 -0.5342 -0.4563 0.815
C -2.297644 4.925211 -6.343813 -0.1249 0.4623 0.3933 -0.854
O -1.415321 2.743575 -6.373926 -0.2523 -0.1136 -0.0193 -0.603
N -0.012379 0.100414 -1.213915 0.5602 0.9905 0.5039 -0.190
C -0.551899 -0.231616 -2.509594 0.0960 -0.9116 -0.1006 -0.182
O -1.393880 0.397198 -3.073020 -0.2451 0.1522 0.0720 -0.606
H -2.716639 -5.085042 -1.609155 -0.1494 -0.2877 0.1098 0.379
H -4.498157 -5.003408 -1.946297 0.2800 -0.1928 -0.2121 0.261
H -3.941943 -4.748308 -0.317190 0.1818 -0.2655 -0.0342 0.251
H -4.523845 -2.677661 -1.718310 0.0753 0.1137 -0.0108 0.348
H -3.082575 -2.583631 -0.751454 0.1134 -0.2002 -0.2229 -0.055
H -3.372274 -3.224516 -3.728943 0.1961 -0.0036 -0.0858 0.426
H -2.794306 -1.697111 -3.067931 0.2384 -0.0395 -0.1301 0.077
H 0.248714 -3.358835 -1.985469 -0.1470 -0.0536 0.0564 0.292
H -0.953642 -2.241535 -1.345295 -0.0493 -0.1745 -0.0004 -0.004
H 0.134628 -1.528011 -4.105526 0.0057 -0.4326 0.0543 0.727
H 2.201295 -1.968567 -2.115437 -0.3694 -0.0449 0.4269 0.481
H 2.204052 -0.713011 -3.288031 -0.1016 -0.3893 -0.1980 0.329
H 2.059408 -0.145916 -0.630309 -0.6708 0.1942 0.4855 0.414
H 1.782547 1.474684 -3.120530 0.1560 0.0380 0.0093 0.484
H 3.044889 1.439699 -1.846447 -0.2412 -0.1058 -0.3671 0.303
H 1.926401 2.931559 -0.469953 0.0330 -0.0427 -0.1089 0.162
H 0.332623 2.453795 -1.020245 0.0862 -0.2296 0.0517 0.388
H 1.149571 4.757621 -1.704493 0.1522 0.1785 -0.3039 0.353
H 2.190392 3.892961 -2.884435 0.0143 0.4348 0.0828 -0.006
H -0.322764 2.693429 -3.239240 0.0102 -0.0066 -0.1985 -0.288
H 0.436617 3.885913 -4.318912 -0.2362 -0.1696 -0.0735 0.341
H -0.782421 5.716915 -3.255660 0.1075 -0.1012 -0.1073 0.273
H -1.133273 4.722561 -1.872819 -0.1021 0.0247 -0.0452 -0.149
H -2.944045 5.229433 -3.883947 -0.0731 -0.1816 -0.2509 -0.195
H -3.056235 3.965810 -2.701229 -0.0206 -0.2538 -0.1967 0.509
H -1.713358 5.072140 -7.247940 -0.0378 -0.2914 -0.0168 0.355
H -2.063196 5.757842 -5.679048 -0.1084 -0.0439 0.0086 0.317
H -3.364928 4.966881 -6.580556 0.0319 0.1100 0.0447 0.132
H -0.125853 -0.612069 -0.501190 -0.6807 -0.0580 -0.1857 0.267
O -4.820608 7.591790 -8.226534 -0.1909 0.2171 0.1247 -0.439
S -5.214765 7.159838 -9.522006 0.1223 -0.5042 -0.2159 1.067
O -5.684762 8.059594 -10.507967 0.0790 0.2401 0.1479 -0.552
O -6.269587 5.968481 -9.346259 0.2436 -0.0030 0.2187 -0.326
C -5.798239 4.786104 -10.011160 -0.0327 -0.1111 -0.4335 -0.349
C -4.289441 4.895642 -9.954678 0.0553 -0.2059 0.4199 -0.018
O -4.030732 6.293479 -10.155752 -0.2502 0.0305 -0.1836 -0.311
H -6.163855 4.802680 -11.039350 0.0210 -0.0104 0.0013 0.296
H -6.171641 3.898611 -9.507897 -0.0884 0.1437 0.1735 0.325
H -3.794038 4.306554 -10.720628 0.0666 0.2134 -0.1129 0.332
H -3.903165 4.612756 -8.973548 -0.0061 -0.0539 -0.0236 -0.020
O -8.430184 -5.172151 -2.295064 0.0632 -0.0774 0.1520 -0.584
S -7.745765 -3.937866 -2.164202 -0.1450 0.2270 -0.1140 1.015
O -6.481730 -3.848415 -1.527419 -0.3011 -0.1632 -0.0232 -0.374
O -8.746053 -2.873563 -1.507892 -0.1112 -0.1717 -0.2226 -0.327
C -8.891106 -1.733174 -2.364575 0.2739 0.3563 -0.0201 -0.318
C -8.673694 -2.277888 -3.760394 -0.4331 -0.1180 -0.0979 -0.339
O -7.627698 -3.244999 -3.603040 0.1419 0.1911 0.2265 -0.306
H -8.125985 -1.001968 -2.096764 -0.0077 0.0067 -0.0289 0.279
H -9.875311 -1.291147 -2.236237 -0.0561 -0.1812 0.1397 0.312
H -8.374033 -1.511148 -4.469009 0.2326 -0.0990 -0.0004 0.318
H -9.562449 -2.791619 -4.132986 -0.0184 0.0412 0.0110 0.289
O -0.517096 -2.899365 3.152337 -0.1763 0.2597 0.0361 -0.491
S -0.921685 -3.541408 1.950801 -0.0527 -0.6617 0.0486 0.889
O -1.417459 -2.799390 0.851272 0.2090 0.2962 0.1218 -0.399
O -1.952498 -4.694393 2.329837 0.2478 0.0965 0.1659 -0.333
C -1.476531 -5.966992 1.855038 -0.0267 -0.2772 -0.4563 -0.379
C 0.031020 -5.833205 1.873187 0.0446 -0.1759 0.4997 0.121
O 0.268777 -4.477330 1.444093 -0.2428 0.0516 -0.2240 -0.299
H -1.857614 -6.118340 0.843366 0.0111 0.0277 0.0015 0.197
H -1.830839 -6.765286 2.501337 -0.0675 0.1913 0.1874 0.405
H 0.524415 -6.531856 1.204269 0.0549 0.2069 -0.1655 0.368
H 0.432620 -5.950174 2.882338 -0.0184 -0.0439 -0.0145 -0.127
O 4.550286 3.665504 -3.538349 -0.2070 -0.1080 -0.0230 -0.581
S 5.245685 2.569830 -2.969426 0.4289 0.0778 -0.0773 1.160
O 4.871865 1.226306 -3.223680 0.0239 -0.0191 -0.2141 -0.514
O 5.360914 2.806903 -1.394034 0.0287 0.1881 -0.1848 -0.129
C 6.735520 2.809010 -0.991137 0.2794 -0.3175 0.0973 -0.365
C 7.487693 3.308123 -2.208612 -0.0482 0.4391 0.0685 -0.447
O 6.804673 2.708486 -3.318603 0.0249 -0.1990 0.3186 -0.328
H 7.021183 1.786250 -0.736836 0.0205 0.0116 -0.0057 0.302
H 6.868742 3.448989 -0.123212 -0.2362 0.0718 -0.0243 0.311
H 8.533284 3.013488 -2.206507 -0.0489 -0.1568 -0.1801 0.317
H 7.414719 4.393262 -2.306360 0.0153 -0.0019 0.0525 0.302
O 2.958129 5.445716 3.033572 0.1272 0.1430 -0.0925 -0.613
S 2.189403 5.148127 1.878140 -0.3367 -0.1603 0.0791 1.159
O 2.731866 5.281310 0.573088 0.1912 -0.0163 0.0677 -0.505
O 0.818746 5.982174 1.964944 0.1095 -0.1206 0.2214 -0.344
C -0.297221 5.086722 1.897986 -0.1873 -0.1803 -0.3644 0.081
C 0.215761 3.790975 2.491385 -0.1508 -0.0078 0.4331 -0.446
O 1.561310 3.687926 2.018042 -0.2713 1.4482 -0.3335 -0.111
H -0.575260 4.960439 0.848971 -0.0128 -0.0370 0.0129 -0.108
H -1.139299 5.496131 2.449842 0.1342 0.1653 0.0680 0.335
H -0.359350 2.925897 2.171250 0.2142 -0.0831 -0.1478 0.328
H 0.238479 3.830840 3.583355 -0.0472 0.0132 -0.0117 0.317
O 1.400035 -7.552633 7.085841 0.0012 -0.1987 -0.1354 -0.555
S 0.470032 -6.869073 6.263323 0.0263 0.3706 0.1161 1.113
O -0.373650 -7.563585 5.354743 -0.0097 -0.1438 0.0240 -0.557
O 1.240018 -5.713548 5.473837 -0.0247 -0.0764 0.3033 -0.205
C 0.637238 -4.439551 5.760032 -0.3897 0.3150 -0.2460 0.374
C 0.065624 -4.584161 7.150746 0.4391 0.0591 0.2411 -0.454
O -0.444500 -5.927301 7.178080 -0.0962 -0.0172 -0.3135 -0.385
H -0.145894 -4.262845 5.022837 -0.0007 0.0748 0.0608 -0.033
H 1.381585 -3.649967 5.697244 0.1800 -0.1824 -0.0336 -0.056
H -0.728604 -3.872161 7.354802 -0.1752 -0.1957 -0.0297 0.344
H 0.840081 -4.494039 7.915733 -0.0013 0.0124 -0.0127 0.320
O 3.143917 1.468196 4.349517 -0.1496 0.1637 -0.0284 -0.662
S 2.744107 0.789831 3.168376 0.0474 -0.4368 -0.1428 0.834
O 2.245522 1.489558 2.039480 0.2598 -0.9418 0.1717 -0.132
O 1.710353 -0.368602 3.588742 0.4235 0.1678 0.1214 -0.312
C 2.194782 -1.639081 3.129280 -0.0122 -0.1234 -0.6005 0.646
C 3.695404 -1.496293 3.117041 0.3000 -0.0722 0.4513 -0.366
O 3.936373 -0.152038 2.668310 -0.3528 0.0456 -0.2109 -0.407
H 1.801550 -1.805508 2.123916 -0.0021 -0.0480 0.0129 -0.144
H 1.863354 -2.437508 3.781866 -0.1059 0.1776 0.1481 -0.199
H 4.180781 -2.205953 2.451168 0.0294 0.1759 -0.1516 0.412
H 4.096667 -1.604190 4.121071 0.0213 0.1412 -0.2662 0.349
O 3.793108 -2.955243 5.522415 -0.2348 -0.4512 0.3548 -0.553
S 4.597173 -4.000004 6.068022 0.4728 -0.2102 0.5213 1.097
O 4.255941 -5.360576 5.876902 -0.1445 0.0499 -0.3093 -0.579
O 4.795802 -3.721772 7.618939 -0.0308 0.4036 -0.2335 -0.293
C 6.204222 -3.642921 7.939212 0.1202 0.0232 -0.5350 -0.275
C 6.841907 -3.129263 6.666052 -0.1080 0.6124 0.1554 -0.284
O 6.111623 -3.786673 5.614073 -0.0831 -0.1675 0.0797 -0.356
H 6.548977 -4.633131 8.176048 -0.0093 -0.1230 -0.0911 0.316
H 6.361530 -2.982727 8.784715 -0.2443 0.0051 0.0401 0.265
H 7.899057 -3.368877 6.600458 -0.0632 -0.1980 -0.1896 0.329
H 6.706863 -2.051489 6.550663 0.0273 -0.0077 0.0096 0.270
O 7.955112 -5.182722 12.319979 -0.1120 0.1935 -0.0378 -0.561
S 7.585550 -5.830569 11.116863 0.0182 -0.3157 0.0293 0.996
O 7.138292 -5.090999 9.983321 0.4000 -0.1964 0.7246 -0.412
O 6.515840 -6.963873 11.455283 0.2241 0.0322 0.1518 -0.323
C 6.981017 -8.242404 10.996439 -0.0234 -0.1898 -0.4253 -0.293
C 8.490160 -8.139217 11.061241 0.0457 -0.1594 0.4387 -0.334
O 8.768592 -6.793363 10.642434 -0.2552 -0.0148 -0.2364 -0.325
H 6.632272 -8.387431 9.972436 0.0115 -0.0130 0.0069 0.275
H 6.586620 -9.033080 11.628139 -0.0920 0.1734 0.1491 0.308
H 8.988640 -8.848393 10.407095 0.0687 0.1997 -0.1549 0.316
H 8.858671 -8.263094 12.081213 -0.0219 -0.0284 -0.0046 0.288
O -6.714296 8.995649 -1.897176 0.0202 -0.0695 0.1686 -0.543
S -6.508204 7.792401 -2.618135 0.0869 0.0619 -0.2788 1.091
O -6.838262 6.528100 -2.067686 -0.1133 0.0356 0.0912 -0.544
O -4.987708 7.768372 -3.126325 -0.1510 0.2138 -0.0234 -0.320
C -4.943707 7.638019 -4.554183 -0.0135 -0.4076 -0.2509 -0.158
C -6.220780 8.286521 -5.033311 0.0962 0.5067 -0.1676 -0.200
O -7.202966 7.912472 -4.055659 0.2051 -0.3279 0.1003 -0.352
H -4.920330 6.574574 -4.803324 -0.0016 0.0120 -0.0224 0.159
H -4.057117 8.123192 -4.952999 0.0456 0.0768 0.2096 0.350
H -6.518179 7.946768 -6.020719 -0.1598 -0.1199 0.0958 0.163
H -6.136513 9.375120 -5.033947 0.0284 -0.0093 -0.0302 0.334
```
Positions in Å, forces in eV/Å.

Calculated values
- Charge: 0
- Orbital gap: 8.9 eV
- E_LUMO: 0.13 eV
- SMILES string: CCCOC[C@@H]1C[C@@H](CCCCCCOC(C)=O)NC1=O.O=S1(=O)OCCO1.O=S1(=O)OCCO1.O=S1(=O)OCCO1.O=S1(=O)OCCO1.O=S1(=O)OCCO1.O=S1(=O)OCCO1.O=S1(=O)OCCO1.O=S1(=O)OCCO1.O=S1(=O)OCCO1.O=S1(=O)OCCO1

---

Density functional theory data (ωB97M-V/def2-TZVPD) for a 3-piece molecular cluster, CH10NO2 overall.

```
14
Properties=species:S:1:pos:R:3:forces:R:3:mulliken_charge:R:1
C -1.212117 -0.869043 1.916451 0.6684 0.8066 -0.3990 -0.762
N -0.120370 -0.113141 1.176006 0.0249 -0.2983 0.9266 -0.302
H -0.738176 -1.728764 2.358141 -0.0659 -0.3436 0.1170 0.334
H -1.562687 -0.187423 2.682135 -0.2998 -0.1664 0.0999 0.352
H -1.985966 -1.140030 1.210071 -0.0781 -0.0325 0.0313 0.333
H 0.310199 -0.640313 0.397382 -0.0404 0.1382 -0.5933 0.338
H 0.653135 0.063589 1.824575 -0.1609 0.1115 -0.0914 0.368
H -0.439481 0.795243 0.839348 -0.0281 -0.1308 -0.2019 0.356
H 1.202108 0.104566 -1.665021 -0.1818 0.0544 -0.1672 0.353
H 1.804039 -1.329780 -1.517768 0.0009 0.0189 -0.0148 0.328
O 1.195086 -0.699726 -1.121153 0.0599 -0.1178 0.2070 -0.678
H -0.138026 1.571131 -3.243750 -0.0975 -0.2342 0.1329 0.332
H 0.744540 2.510672 -2.475522 0.0275 -0.1077 0.2135 0.334
O 0.287717 1.663019 -2.380896 0.1711 0.3019 -0.2606 -0.686
```
Positions in Å, forces in eV/Å.

Calculated values
- ΔE to the lowest compared entry with this formula, charge and spin: 22.5 kJ/mol
- Charge: +1
- Orbital gap: 12.5 eV
- E_LUMO: -3.29 eV

---

What did we get for F_max? Answer: 4.516, 1.958, 1.121 eV/A, in the order shown.